# 1
C55H46Cl4N8ReS | ωB97M-V/def2-TZVPD

Summary:
Frontier orbital gap (spin up / spin down) ... 5.26 / 5.36 eV
2S+1 ... 2
Energy above the lowest of the compared OMol25 structures with the same formula, charge and spin ... 68.8 kJ/mol
Energy ... -132746.9851 eV
Charge ... +2

```
115
Properties=species:S:1:pos:R:3:lowdin_spin:R:1
Re -0.32 -0.01 0.66 0.90
Cl -2.33 -9.28 0.51 0.00
C -1.95 -7.60 0.54 0.00
C -2.77 -6.72 1.23 0.00
C -2.46 -5.37 1.25 0.00
C -1.34 -4.89 0.59 0.00
C -0.52 -5.79 -0.09 0.00
C -0.82 -7.14 -0.13 0.00
C -1.02 -3.44 0.63 -0.03
C 0.21 -3.05 1.17 0.02
C 1.20 -3.93 1.70 0.02
C 2.22 -3.16 2.17 0.02
C 1.84 -1.80 1.95 0.01
C 2.52 -0.71 2.49 -0.03
C 3.87 -0.95 3.04 0.00
C 4.17 -0.74 4.39 0.00
C 5.44 -0.96 4.87 0.00
C 6.44 -1.38 4.00 0.00
Cl 8.04 -1.63 4.60 0.00
C 6.17 -1.61 2.66 0.00
C 4.88 -1.40 2.19 0.00
C 1.98 0.57 2.59 0.01
N 0.74 0.98 2.09 -0.02
C 0.60 2.30 2.48 0.01
C -0.49 3.14 2.21 -0.01
C -0.59 4.38 3.03 0.00
C -0.74 5.65 2.46 0.00
C -0.87 6.77 3.26 0.00
C -0.87 6.63 4.64 0.00
Cl -1.05 8.02 5.64 0.00
C -0.74 5.38 5.23 0.00
C -0.59 4.26 4.42 0.00
C -1.49 2.82 1.32 0.01
C -2.64 3.64 1.05 0.02
C -3.45 2.95 0.22 0.02
C -2.84 1.67 0.01 0.02
N -1.61 1.61 0.63 -0.01
C -3.52 0.59 -0.54 -0.01
C -3.10 -0.73 -0.42 0.01
C -3.78 -1.85 -0.97 0.01
C -3.11 -2.96 -0.60 0.01
C -1.98 -2.56 0.16 0.01
N -1.96 -1.16 0.25 -0.03
C -4.82 0.86 -1.21 0.00
C -6.00 0.31 -0.72 0.00
C -7.21 0.59 -1.33 0.00
C -7.24 1.42 -2.44 0.00
Cl -8.75 1.77 -3.20 0.00
C -6.07 1.96 -2.95 0.00
C -4.87 1.69 -2.33 0.00
C 1.77 2.72 3.16 0.01
C 2.63 1.67 3.20 0.00
N 0.62 -1.74 1.31 0.00
H -3.64 -7.10 1.75 0.00
H -3.10 -4.69 1.80 0.00
H 0.36 -5.43 -0.61 0.00
H -0.20 -7.84 -0.67 0.00
H 1.12 -5.00 1.76 0.00
H 3.11 -3.48 2.67 0.00
H 3.38 -0.44 5.07 0.00
H 5.67 -0.81 5.92 0.00
H 6.95 -1.94 2.00 0.00
H 4.67 -1.56 1.14 0.00
H -0.72 5.77 1.39 0.00
H -0.96 7.75 2.82 0.00
H -0.75 5.28 6.30 0.00
H -0.50 3.29 4.88 0.00
H -2.82 4.61 1.47 0.00
H -4.41 3.25 -0.15 0.00
H -4.67 -1.79 -1.58 0.00
H -3.35 -3.98 -0.85 0.00
H -5.98 -0.32 0.16 0.00
H -8.13 0.18 -0.94 0.00
H -6.11 2.60 -3.83 0.00
H -3.95 2.11 -2.73 0.00
H 1.94 3.72 3.54 0.00
H 3.63 1.66 3.60 0.00
N 0.00 -0.58 -1.28 0.02
C 0.31 -1.37 -2.08 0.03
N 0.67 -2.20 -2.99 0.02
C 2.10 -2.43 -3.30 0.00
C 2.39 -3.92 -3.18 0.00
C 1.43 -4.73 -4.06 0.00
C -0.02 -4.44 -3.70 0.00
C -0.33 -2.95 -3.79 0.00
H 2.70 -1.83 -2.62 0.00
H 2.27 -2.08 -4.32 0.00
H 2.27 -4.22 -2.14 0.00
H 3.42 -4.10 -3.47 0.00
H 1.64 -5.79 -3.96 0.00
H 1.60 -4.47 -5.11 0.00
H -0.23 -4.78 -2.69 0.00
H -0.70 -4.97 -4.37 0.00
H -1.32 -2.71 -3.42 0.00
H -0.25 -2.60 -4.82 0.00
C 1.50 3.32 -4.85 0.00
C 2.62 2.96 -3.89 0.00
N 2.17 2.07 -2.81 0.00
C 2.32 2.21 -1.49 0.00
S 2.39 0.80 -0.50 -0.02
N 2.47 3.40 -0.92 0.00
C 2.06 4.71 -1.42 0.00
C 1.25 5.42 -0.35 0.00
H 1.88 3.95 -5.65 0.00
H 0.70 3.85 -4.34 0.00
H 1.07 2.42 -5.31 0.00
H 3.07 3.85 -3.46 0.00
H 3.42 2.43 -4.42 0.00
H 1.97 1.12 -3.08 0.00
H 2.70 3.34 0.06 0.00
H 1.45 4.58 -2.31 0.00
H 2.94 5.30 -1.69 0.00
H 0.46 4.76 0.01 0.00
H 0.80 6.32 -0.75 0.00
H 1.87 5.71 0.50 0.00
```


# 2
C55H46P2PtSbSi | ωB97M-V/def2-TZVPD

Summary:
Frontier orbital gap ... 6.35 eV
Energy above the lowest of the compared OMol25 structures with the same formula, charge and spin ... 0.0 kJ/mol
Energy ... -93998.5577 eV
Charge ... +3

```
106
Properties=species:S:1:pos:R:3:mulliken_charge:R:1
Pt 0.50 0.14 0.75 1.36
C 3.69 -1.37 2.34 -1.02
Si 1.88 -1.07 2.17 0.97
C 1.59 1.89 0.37 -1.09
C 2.91 2.26 0.67 0.12
C 3.18 3.61 0.88 -0.96
C 2.18 4.57 0.79 -1.14
C 0.87 4.21 0.49 -0.41
C 0.59 2.87 0.24 1.10
P -0.97 1.96 0.15 1.19
C -1.98 2.48 1.54 1.22
C -3.25 3.05 1.37 -0.63
C -3.98 3.41 2.49 -0.73
C -3.47 3.21 3.76 -0.68
C -2.20 2.66 3.93 -0.69
C -1.46 2.29 2.82 -0.75
C -1.84 2.22 -1.38 0.56
C -1.36 3.11 -2.34 -0.76
C -2.06 3.26 -3.54 -0.65
C -3.23 2.54 -3.75 -0.90
C -3.71 1.66 -2.79 -0.67
C -3.01 1.49 -1.61 0.10
C 0.82 -1.30 3.65 0.41
C 1.28 -1.39 4.97 -1.14
C 0.36 -1.53 6.01 -0.84
C -0.99 -1.60 5.74 -0.87
C -1.47 -1.54 4.43 -0.99
C -0.57 -1.38 3.39 0.28
P -0.95 -1.50 1.61 1.27
C -2.69 -1.32 1.23 1.37
C -3.17 -1.98 0.09 -0.98
C -4.49 -1.81 -0.29 -0.90
C -5.33 -0.99 0.45 -0.93
C -4.85 -0.32 1.57 -1.08
C -3.52 -0.48 1.96 -0.74
C -0.46 -3.21 1.29 1.35
C -1.33 -4.24 1.64 -0.59
C -0.89 -5.56 1.66 -0.77
C 0.44 -5.86 1.34 -0.83
C 1.31 -4.84 0.99 -0.62
C 0.86 -3.53 0.96 0.84
H 3.89 -2.26 2.94 0.49
H 4.13 -0.51 2.86 0.47
H 4.18 -1.46 1.37 0.14
H 3.70 1.52 0.75 0.57
H 4.19 3.91 1.13 0.56
H 2.42 5.61 0.97 0.53
H 0.08 4.95 0.47 0.60
H -3.65 3.21 0.38 0.51
H -4.96 3.86 2.37 0.51
H -4.05 3.50 4.63 0.46
H -1.79 2.52 4.92 0.50
H -0.47 1.87 2.95 0.34
H -0.46 3.68 -2.17 0.38
H -1.70 3.95 -4.28 0.53
H -3.78 2.68 -4.68 0.46
H -4.62 1.11 -2.96 0.53
H -3.38 0.79 -0.86 -0.27
H 2.33 -1.35 5.19 0.51
H 0.72 -1.58 7.03 0.49
H -1.70 -1.72 6.55 0.52
H -2.53 -1.64 4.23 0.52
H -2.52 -2.63 -0.48 0.44
H -4.87 -2.33 -1.16 0.52
H -6.36 -0.87 0.16 0.47
H -5.50 0.31 2.15 0.50
H -3.16 0.04 2.83 0.35
H -2.36 -4.02 1.91 0.53
H -1.57 -6.35 1.93 0.52
H 0.78 -6.88 1.37 0.48
H 2.34 -5.07 0.73 0.61
H 1.54 -2.76 0.59 -0.96
C 2.24 3.49 -5.04 -0.82
C 2.43 3.87 -3.71 -0.61
C 2.24 2.95 -2.69 -0.29
C 1.84 1.66 -3.00 1.14
C 1.67 1.26 -4.33 -0.62
C 1.87 2.18 -5.34 -0.83
Sb 1.65 0.10 -1.61 -0.08
C 0.18 -1.17 -2.40 1.86
C -0.81 -0.60 -3.19 -0.72
C -1.76 -1.41 -3.80 -0.96
C -1.73 -2.78 -3.61 -0.93
C -0.74 -3.36 -2.82 -0.92
C 0.21 -2.56 -2.20 -0.82
C 3.55 -0.76 -1.40 2.00
C 3.73 -2.12 -1.15 -0.65
C 5.02 -2.62 -1.04 -0.70
C 6.11 -1.78 -1.16 -0.82
C 5.93 -0.42 -1.41 -0.77
C 4.64 0.09 -1.53 -0.89
H 2.40 4.20 -5.83 0.46
H 2.74 4.88 -3.48 0.50
H 2.40 3.26 -1.67 0.19
H 1.39 0.25 -4.59 0.53
H 1.75 1.88 -6.37 0.49
H -0.84 0.47 -3.37 0.48
H -2.52 -0.96 -4.43 0.55
H -2.46 -3.41 -4.10 0.45
H -0.70 -4.43 -2.69 0.52
H 0.97 -3.03 -1.61 0.44
H 2.89 -2.80 -1.07 0.34
H 5.17 -3.68 -0.88 0.51
H 7.12 -2.17 -1.08 0.45
H 6.78 0.23 -1.52 0.49
H 4.51 1.15 -1.74 0.44
```


# 3
C55H48BrN6O2P2Pt | ωB97M-V/def2-TZVPD

Summary:
Frontier orbital gap ... 4.86 eV
Energy above the lowest of the compared OMol25 structures with the same formula, charge and spin ... 173.3 kJ/mol
Energy ... -162695.0610 eV
Charge ... +3

```
115
Properties=species:S:1:pos:R:3:mulliken_charge:R:1
Pt 0.00 -0.15 0.93 3.08
C -1.83 -0.96 3.63 -1.58
N -0.75 -1.65 2.93 -0.23
C 0.46 -1.93 3.71 -1.44
C 1.57 -0.97 3.37 -0.06
N 1.55 -0.14 2.35 1.07
C 2.80 0.51 2.33 -0.51
C 3.33 1.50 1.50 0.08
C 4.60 1.95 1.80 -1.24
C 5.34 1.44 2.88 -0.81
C 4.82 0.47 3.71 -1.00
C 3.54 0.03 3.41 1.11
N 2.73 -0.91 4.03 -0.06
C -1.60 0.52 3.51 0.12
N -0.78 1.03 2.61 0.42
C -0.57 2.36 2.99 0.16
C 0.40 3.29 2.60 0.17
C 0.44 4.49 3.28 -1.32
C -0.45 4.78 4.32 -0.84
C -1.38 3.85 4.76 -1.22
C -1.39 2.63 4.09 0.64
N -2.03 1.44 4.38 -0.06
H -2.79 -1.25 3.19 0.33
H -1.88 -1.23 4.69 0.82
H -1.11 -2.52 2.55 -0.35
H 0.26 -1.90 4.78 0.60
H 0.80 -2.94 3.47 0.63
H 2.78 1.89 0.66 0.26
H 5.05 2.71 1.18 0.55
H 6.33 1.82 3.07 0.48
H 5.38 0.09 4.55 0.52
H 2.97 -1.45 4.86 0.30
H 1.11 3.07 1.81 0.34
H 1.18 5.22 3.01 0.56
H -0.39 5.73 4.82 0.48
H -2.02 4.05 5.60 0.51
H -2.62 1.26 5.18 0.29
C -2.39 -1.19 -1.60 -1.48
N -1.94 -0.28 -2.61 0.65
C -1.50 1.03 -2.23 -1.01
P -1.17 1.37 -0.44 0.71
C -2.84 1.66 0.21 1.24
C -3.58 2.74 -0.28 -0.95
C -4.91 2.90 0.09 -0.98
C -5.51 1.98 0.94 -1.04
C -4.79 0.89 1.40 -0.65
C -3.47 0.73 1.03 -0.05
C -0.30 2.94 -0.58 1.23
C -0.81 4.09 0.04 -0.58
C -0.22 5.32 -0.19 -1.05
C 0.90 5.42 -1.00 -0.89
C 1.43 4.28 -1.60 -0.93
C 0.83 3.05 -1.40 -0.17
C -2.16 -0.55 -3.99 1.00
C -3.19 -1.40 -4.39 -0.50
C -3.38 -1.68 -5.73 -0.91
C -2.57 -1.09 -6.70 -0.65
C -1.57 -0.21 -6.30 -0.91
C -1.36 0.06 -4.96 -0.14
P -0.90 -1.74 -0.65 1.95
C 0.17 -2.37 -1.96 0.90
C 0.23 -3.75 -2.18 -0.48
C 0.93 -4.25 -3.27 -0.99
C 1.58 -3.39 -4.14 -0.94
C 1.52 -2.02 -3.92 -0.62
C 0.81 -1.51 -2.85 0.15
C -1.35 -3.13 0.39 -0.06
C -0.35 -3.98 0.88 -0.15
C -0.71 -5.07 1.66 -0.71
C -2.05 -5.31 1.96 -0.84
C -3.04 -4.47 1.48 -0.91
C -2.69 -3.37 0.69 -0.95
H -2.78 -2.10 -2.05 1.14
H -3.17 -0.79 -0.95 0.03
H -2.26 1.81 -2.41 1.04
H -0.61 1.34 -2.77 0.80
H -3.14 3.45 -0.97 0.59
H -5.47 3.74 -0.29 0.53
H -6.55 2.11 1.22 0.49
H -5.27 0.15 2.03 0.54
H -2.93 -0.15 1.36 -0.43
H -1.67 4.03 0.69 0.50
H -0.63 6.20 0.28 0.52
H 1.36 6.38 -1.17 0.47
H 2.30 4.35 -2.24 0.56
H 1.26 2.17 -1.87 -0.20
H -3.87 -1.84 -3.67 0.55
H -4.18 -2.35 -6.03 0.45
H -2.73 -1.29 -7.74 0.45
H -0.95 0.27 -7.04 0.43
H -0.57 0.74 -4.69 0.38
H -0.29 -4.45 -1.55 0.49
H 0.95 -5.31 -3.45 0.51
H 2.13 -3.78 -4.98 0.53
H 2.02 -1.34 -4.60 0.58
H 0.79 -0.45 -2.70 -0.21
H 0.69 -3.78 0.65 0.59
H 0.06 -5.74 2.03 0.55
H -2.32 -6.16 2.57 0.47
H -4.07 -4.67 1.70 0.52
H -3.48 -2.73 0.31 0.42
Br 3.86 -3.75 -0.09 -0.11
C 4.31 -2.21 -1.09 0.21
C 5.50 -2.28 -1.79 -0.60
C 5.94 -1.21 -2.55 -0.81
C 5.19 -0.04 -2.62 -0.94
C 4.00 0.03 -1.92 -0.38
C 3.54 -1.04 -1.14 -0.06
C 2.25 -0.87 -0.46 0.26
O 1.60 0.23 -0.63 -0.34
O 1.75 -1.75 0.27 -0.31
H 6.09 -3.19 -1.74 0.52
H 6.87 -1.29 -3.10 0.46
H 5.53 0.79 -3.21 0.51
H 3.41 0.94 -1.95 0.22
```


# 4
C55H49BF5N3O13S | ωB97M-V/def2-TZVPD

Summary:
SMILES string ... COB(O)[C@@]1(CCCCCOC(C)=O)NC(=O)[C@@](CCCCOC(C)=O)(ON=O)[C@]1(N=C=S)C(F)(F)c1cccc(C(F)(F)F)c1.O=C1c2ccccc2C(=O)c2ccccc21.O=C1c2ccccc2C(=O)c2ccccc21
Frontier orbital gap ... 8.56 eV
Energy ... -114006.3699 eV
Charge ... 0

```
127
Properties=species:S:1:pos:R:3:mulliken_charge:R:1
C 0.40 -4.15 7.32 -0.61
O 0.30 -2.72 7.11 -0.43
B -0.97 -2.32 6.59 0.71
O -2.15 -2.75 7.33 -0.66
C -1.14 -1.34 5.25 -0.37
C -0.68 0.03 5.92 -0.25
C 0.93 0.27 5.93 -1.26
C 1.57 0.57 4.49 -0.51
C 1.83 2.15 4.37 -0.56
C 3.26 2.42 5.11 -0.71
O 4.33 2.15 4.15 -0.16
C 5.57 2.72 4.57 0.52
C 5.86 4.29 4.34 -0.86
O 6.49 2.04 5.09 -0.54
N -0.16 -2.08 4.33 -0.25
C -0.83 -3.41 4.23 -0.26
O -0.30 -4.56 4.26 -0.63
C -2.43 -3.10 3.95 0.35
C -2.50 -3.65 2.47 -1.08
C -3.77 -3.37 1.56 -0.51
C -4.14 -4.52 0.50 -0.64
C -3.45 -4.12 -0.90 -0.40
O -2.36 -5.06 -1.13 -0.37
C -1.12 -4.39 -1.31 0.73
C 0.14 -5.01 -0.50 -0.78
O -0.90 -3.41 -2.06 -0.50
O -3.05 -4.07 4.82 -0.12
N -4.28 -4.46 4.46 0.20
O -4.60 -5.38 5.17 -0.49
C -2.47 -1.51 4.35 1.84
N -3.82 -1.52 5.06 -0.88
C -3.94 -0.59 5.94 0.45
S -3.84 0.38 7.30 -0.20
C -2.79 -0.53 3.13 1.21
F -4.21 -0.68 2.85 -0.35
F -1.98 -0.75 1.94 -0.35
C -2.66 1.04 3.35 -0.33
C -1.36 1.88 3.03 -0.05
C -1.29 3.42 3.23 -0.70
C -2.53 4.26 3.72 -0.82
C -3.82 3.46 4.00 -0.09
C -5.13 4.26 4.45 0.76
F -5.56 3.97 5.76 -0.21
F -4.99 5.67 4.21 -0.26
F -6.17 3.84 3.55 -0.26
C -3.87 1.93 3.82 -0.34
H -0.46 -4.76 6.86 0.28
H 0.56 -4.45 8.41 0.21
H 1.36 -4.50 6.76 0.22
H -2.30 -3.71 7.23 0.34
H -0.96 -0.03 7.04 0.48
H -1.15 0.99 5.55 0.08
H 1.10 1.21 6.59 0.57
H 1.51 -0.57 6.43 0.24
H 2.62 0.08 4.49 0.44
H 1.01 0.11 3.61 0.32
H 1.07 2.71 5.03 0.35
H 1.85 2.54 3.29 0.26
H 3.42 1.71 6.00 0.26
H 3.31 3.48 5.55 0.46
H 5.94 4.83 5.34 0.28
H 4.99 4.75 3.74 0.28
H 6.84 4.48 3.77 0.30
H 0.81 -2.14 4.66 0.58
H -2.35 -4.79 2.51 0.65
H -1.57 -3.26 1.90 0.13
H -4.70 -3.22 2.22 0.38
H -3.64 -2.37 1.00 0.19
H -5.28 -4.43 0.32 0.29
H -3.87 -5.56 0.88 0.34
H -3.15 -3.02 -0.98 0.27
H -4.25 -4.28 -1.73 0.33
H 0.15 -4.71 0.60 0.13
H 1.06 -4.69 -1.09 0.28
H 0.02 -6.15 -0.59 0.32
H -0.41 1.38 2.64 0.63
H -0.34 4.04 3.04 0.32
H -2.51 5.39 3.86 0.36
H -4.85 1.38 4.03 0.41
O 1.85 2.03 -1.09 -0.75
C 2.51 1.38 -1.88 0.46
C 3.97 1.56 -1.96 0.24
C 4.61 2.47 -1.11 -0.67
C 5.99 2.61 -1.15 -0.51
C 6.74 1.85 -2.04 -0.52
C 6.11 0.96 -2.90 -0.51
C 4.73 0.81 -2.87 0.22
C 4.06 -0.13 -3.80 0.76
O 4.72 -0.74 -4.63 -0.69
C 2.60 -0.32 -3.70 0.58
C 1.97 -1.23 -4.55 -1.13
C 0.60 -1.44 -4.45 -0.61
C -0.14 -0.75 -3.50 -0.58
C 0.48 0.17 -2.66 -0.66
C 1.85 0.39 -2.77 0.49
H 4.02 3.06 -0.41 0.51
H 6.48 3.32 -0.49 0.43
H 7.82 1.96 -2.07 0.40
H 6.71 0.37 -3.60 0.48
H 2.54 -1.78 -5.29 0.52
H 0.11 -2.16 -5.11 0.59
H -1.21 -0.92 -3.41 0.40
H -0.11 0.71 -1.92 0.56
O -0.68 4.39 -9.60 -0.67
C -0.50 3.18 -9.56 0.67
C -1.19 2.29 -10.51 0.13
C -2.05 2.83 -11.47 -0.56
C -2.67 2.00 -12.40 -0.45
C -2.44 0.63 -12.37 -0.49
C -1.60 0.08 -11.40 -0.49
C -0.98 0.91 -10.47 0.19
C -0.10 0.32 -9.43 0.55
O 0.04 -0.89 -9.36 -0.67
C 0.61 1.21 -8.49 0.05
C 1.46 0.67 -7.54 -0.74
C 2.16 1.51 -6.67 0.01
C 2.00 2.89 -6.76 -0.72
C 1.14 3.43 -7.70 -0.68
C 0.43 2.60 -8.57 0.15
H -2.22 3.90 -11.50 0.46
H -3.33 2.43 -13.15 0.39
H -2.92 -0.02 -13.10 0.39
H -1.43 -0.99 -11.38 0.46
H 1.59 -0.41 -7.47 0.54
H 2.83 1.08 -5.93 0.55
H 2.55 3.54 -6.09 0.44
H 1.02 4.51 -7.76 0.46
```